(a)
DFT (ωB97M-V with the def2-TZVPD basis set) results for 3 unconnected molecules or ions with the total composition C4H9NOS.

Calculated values
Kohn-Sham gap: 3.45 eV
E_LUMO: -4.3300 eV

Each line ends with the Löwdin charge.
Positions of all 16 atoms, in Å:
O (-2.426, 0.156, 0.128)  0.00
C (-1.452, 0.992, 0.131)  -0.25
C (-0.901, 1.484, 1.358)  -0.02
C (-0.795, -2.196, -1.165)  -0.05
C (0.244, -1.399, -1.128)  -0.19
S (2.690, -0.049, -0.220)  0.33
N (0.466, 1.913, 1.401)  0.05
H (-0.969, 1.334, -0.869)  0.16
H (-1.449, 1.227, 2.285)  0.14
H (-1.595, -2.024, -0.444)  0.04
H (-0.740, -3.010, -1.880)  0.05
H (0.363, -0.515, -0.474)  -0.06
H (1.094, -1.611, -1.713)  0.01
H (3.761, -0.271, -0.968)  -0.32
H (0.519, 2.745, 1.920)  0.07
H (1.191, 1.225, 1.638)  0.04

---

(b)
DFT (ωB97M-V with the def2-TZVPD basis set) results for 2 unconnected molecules or ions with the total composition C4H9NOS.

Calculated values
Kohn-Sham gap (alpha / beta): 7.98 / 9.06 eV
E_LUMO (alpha / beta): -0.3957 / 0.7018 eV

Each line ends with the Löwdin charge.
Positions of all 16 atoms, in Å:
C (-0.484, 0.543, 1.063)  -0.54
C (0.004, 1.211, 2.378)  -0.06
C (-1.927, 0.169, 0.828)  -0.04
C (1.809, -1.384, -2.525)  -0.32
N (0.429, 0.478, 0.264)  0.20
O (-0.374, -0.470, -1.913)  -0.63
S (0.596, -0.107, -2.940)  0.85
H (-0.802, 0.959, 3.108)  0.07
H (1.044, 0.879, 2.744)  0.10
H (-0.070, 2.284, 2.241)  0.06
H (-1.999, -0.508, -0.118)  0.10
H (-2.300, 1.068, 0.468)  0.05
H (-2.281, -0.386, 1.722)  0.09
H (2.595, -1.515, -3.232)  0.03
H (1.301, -2.243, -2.315)  0.01
H (2.458, -0.979, -1.773)  0.03

---

(c)
DFT (ωB97M-V with the def2-TZVPD basis set) results for a single C4H9NOS molecule.

Calculated values
Kohn-Sham gap: 9.82 eV
E_LUMO: 0.5639 eV
SMILES string: C[C@@H](CS)NC=O

Each line ends with the Löwdin charge.
Positions of all 16 atoms, in Å:
C (-0.945, 0.130, -1.432)  -0.06
C (-0.087, 0.294, -0.127)  -0.41
C (-0.658, -0.210, 1.196)  -0.49
S (-2.217, 0.762, 1.805)  0.58
N (1.190, -0.491, -0.405)  0.01
C (2.371, 0.158, -0.639)  -0.30
O (2.611, 1.260, -0.075)  -0.01
H (-0.447, 0.518, -2.340)  0.09
H (-1.366, -0.927, -1.397)  0.10
H (-1.743, 0.851, -1.244)  0.05
H (0.177, 1.360, -0.233)  0.13
H (0.015, -0.275, 2.099)  0.08
H (-0.959, -1.300, 1.176)  0.08
H (-2.295, -0.153, 2.955)  -0.08
H (1.398, -1.420, -0.147)  0.11
H (2.955, -0.555, -1.192)  0.12

---

Of them, the most stable is (c) and the least stable is (a).

---

(a)
DFT (ωB97M-V with the def2-TZVPD basis set) results for a single C4H9NOS molecule.

Calculated values
Kohn-Sham gap: 9.78 eV
E_LUMO: 0.7484 eV
SMILES string: CC(=O)NCCS

Each line ends with the Löwdin charge.
Positions of all 16 atoms, in Å:
C (2.115, 0.708, -1.423)  0.00
C (0.852, 0.619, -0.597)  -0.54
O (0.398, 1.590, -0.018)  0.04
N (0.269, -0.610, -0.567)  0.04
C (-0.987, -0.911, 0.092)  -0.23
C (-1.093, -0.402, 1.541)  -0.59
S (-2.707, 0.091, 2.114)  0.72
H (2.587, -0.253, -1.621)  0.07
H (1.852, 1.111, -2.402)  0.09
H (2.788, 1.399, -0.926)  0.08
H (0.640, -1.252, -1.246)  0.13
H (-1.839, -0.600, -0.516)  0.11
H (-1.031, -2.003, 0.123)  0.11
H (-0.353, 0.353, 1.619)  0.04
H (-0.758, -1.166, 2.239)  0.07
H (-2.732, 1.324, 1.589)  -0.14

---

(b)
DFT (ωB97M-V with the def2-TZVPD basis set) results for 2 unconnected molecules or ions with the total composition C4H9NOS.

Calculated values
Kohn-Sham gap (alpha / beta): 8.64 / 8.25 eV
E_LUMO (alpha / beta): -0.7215 / -0.3801 eV

Each line ends with the Löwdin charge.
Positions of all 16 atoms, in Å:
C (-2.449, 0.923, 0.540)  -0.21
C (-1.927, -0.040, -0.449)  -0.25
C (1.413, -0.864, 0.008)  -0.22
C (2.074, 0.434, 0.360)  -0.46
N (-1.437, -0.008, 0.841)  0.01
O (0.225, 1.800, -1.084)  -0.57
S (0.787, 1.687, 0.273)  0.91
H (-2.026, 2.010, 0.499)  0.13
H (-3.312, 0.684, 1.024)  0.06
H (-2.301, -0.861, -0.948)  0.07
H (-1.228, 0.529, -1.302)  0.14
H (2.141, -1.752, -0.163)  0.11
H (0.581, -1.205, 0.646)  0.06
H (0.980, -0.883, -0.907)  0.01
H (2.902, 0.600, -0.266)  0.06
H (2.311, 0.272, 1.508)  0.13

---

Of them, the most stable is (a) and the least stable is (b).